Below is a structure of composition C46H66BrCl2GeIN4P3Rh, with properties calculated with ωB97M-V/def2-TZVPD.

Results
- HOMO-LUMO gap (alpha / beta): 4.1 / 1.5 eV
- Expectation value of S²: 0.768
- LUMO (alpha / beta): -9.07 / -11.75 eV

```
! wB97M-V def2-TZVPD RIJCOSX def2/J DEFGRID3
* xyz 3 2
Rh -0.9221 -0.3267 0.5396
C -0.1852 2.7308 -3.2836
C -0.4940 1.3151 -3.7681
C 0.2441 1.0684 -5.0836
P -0.1811 0.0835 -2.3722
C 1.5864 -0.3893 -2.8500
N 2.2616 -1.0570 -1.8219
Ge 1.4857 -0.8923 0.3269
N 1.9239 -1.6704 2.1976
C 0.8871 -2.0965 3.0839
P -0.8237 -2.0089 2.3468
C -1.7870 -1.6902 3.9228
C -1.8526 -2.8664 4.8861
C -3.1725 -1.1543 3.5846
C -1.0943 -3.7526 1.6893
C -0.5254 -4.9172 2.4994
C -2.5817 -3.9558 1.3975
C 3.2130 -1.7656 2.5733
C 3.6644 -2.0004 3.8885
C 5.0096 -2.0521 4.1679
C 5.9527 -1.8924 3.1559
C 5.5365 -1.6732 1.8494
C 4.1893 -1.6061 1.5546
N 3.6896 -1.3618 0.2329
C 3.7757 -2.4086 -0.7277
C 4.4855 -3.5785 -0.6043
C 4.5903 -4.4276 -1.7050
C 4.0226 -4.0812 -2.9315
C 3.2634 -2.9437 -3.0566
C 3.0660 -2.1030 -1.9361
C 4.2644 -0.1390 -0.2682
C 5.4859 -0.1136 -0.9108
C 6.0420 1.0951 -1.3050
C 5.3499 2.2826 -1.0779
C 4.1108 2.2648 -0.4817
C 3.5215 1.0491 -0.0743
N 2.2602 0.9200 0.3888
C 1.4352 2.0918 0.5087
P -0.1931 1.7811 1.3561
C -1.2049 3.1780 0.6352
C -2.6308 3.1923 1.1775
C -0.5700 4.5555 0.7842
C 0.2776 2.3099 3.0869
C -0.9090 2.2495 4.0431
C 1.4461 1.4907 3.6299
C -1.2261 -1.4013 -2.8471
C -1.1552 -2.4275 -1.7218
C -0.9371 -2.1022 -4.1690
H -0.4493 3.4486 -4.0573
H 0.8775 2.8553 -3.0761
H -0.7575 2.9680 -2.3904
H -1.5741 1.2376 -3.9434
H 1.3000 1.3162 -5.0118
H -0.1811 1.7239 -5.8418
H 0.1500 0.0523 -5.4481
H 2.0768 0.5875 -2.9833
H 1.5925 -0.9152 -3.8093
H 0.8684 -1.4775 3.9917
H 1.0717 -3.1304 3.4041
H -1.2257 -0.8747 4.3975
H -2.4746 -3.6604 4.4881
H -2.3050 -2.5353 5.8206
H -0.8648 -3.2560 5.1233
H -3.7758 -1.9201 3.1026
H -3.0840 -0.2949 2.9189
H -3.6850 -0.8347 4.4880
H -0.5527 -3.7272 0.7317
H -0.8307 -4.8980 3.5405
H 0.5608 -4.9636 2.4460
H -0.9077 -5.8463 2.0746
H -3.1244 -4.2175 2.3016
H -2.7143 -4.7739 0.6941
H -3.0235 -3.0569 0.9638
H 2.9547 -2.1147 4.6908
H 5.3376 -2.2243 5.1808
H 7.0057 -1.9531 3.3807
H 6.2729 -1.5623 1.0669
H 4.9771 -3.8312 0.3217
H 5.1427 -5.3483 -1.6135
H 4.1645 -4.7216 -3.7877
H 2.7839 -2.7155 -3.9947
H 5.9976 -1.0408 -1.1225
H 7.0100 1.1147 -1.7804
H 5.7767 3.2241 -1.3890
H 3.5790 3.1916 -0.3457
H 1.1997 2.4885 -0.4896
H 1.9652 2.8699 1.0723
H -1.2603 2.9075 -0.4293
H -2.6590 3.6181 2.1747
H -3.0525 2.1909 1.2011
H -3.2593 3.8085 0.5382
H -0.5239 4.8566 1.8274
H -1.1924 5.2834 0.2683
H 0.4272 4.6121 0.3562
H 0.6058 3.3496 2.9750
H -1.4304 1.2992 3.9487
H -1.6157 3.0493 3.8533
H -0.5623 2.3560 5.0682
H 1.0807 0.5670 4.0685
H 1.9559 2.0522 4.4097
H 2.1832 1.2414 2.8681
H -2.2413 -0.9787 -2.8813
H -0.1638 -2.8822 -1.6898
H -1.8931 -3.2115 -1.8743
H -1.3605 -1.9518 -0.7441
H 0.0871 -2.4682 -4.2238
H -1.1492 -1.4704 -5.0240
H -1.5902 -2.9700 -4.2426
Br -6.7375 1.5856 -4.6190
C -6.3732 3.4040 -4.2350
C -7.1911 4.3962 -4.7651
C -6.9635 5.7197 -4.4386
C -5.9194 6.0638 -3.5839
C -5.0862 5.0848 -3.0734
C -5.3151 3.7598 -3.3968
I -4.0763 2.2990 -2.5827
H -8.0051 4.1246 -5.4186
H -7.6116 6.4855 -4.8330
H -5.7612 7.0957 -3.3135
H -4.2685 5.3430 -2.4154
Cl -6.2087 0.5993 -0.3615
C -4.9969 -0.1859 0.6580
Cl -3.3828 -0.1222 -0.0882
H -5.2615 -1.2354 0.7806
H -4.9584 0.3374 1.6115
*
```


Below is a structure of composition CH18B4BeCl2, with properties calculated with ωB97M-V/def2-TZVPD.

Results
- HOMO-LUMO gap: 6.4 eV
- LUMO: 4.38 eV

```
! wB97M-V def2-TZVPD RIJCOSX def2/J DEFGRID3
* xyz -2 1
Be 0.1962 -0.3316 -0.4893
B -1.4736 -0.1985 -2.7838
H -2.1587 -0.9482 -3.3165
H -1.7781 0.0647 -1.7186
H -0.4151 -0.6715 -2.7361
H -1.3705 0.7414 -3.4345
B -1.7848 -1.6339 0.2825
H -2.1439 -0.5579 0.1605
H -1.2899 -1.9224 -0.7176
H -1.0616 -1.7375 1.1715
H -2.7090 -2.3064 0.3102
B 2.3369 -1.2315 -0.6303
H 2.6957 -0.3580 0.0180
H 3.2880 -1.7623 -0.9707
H 1.5963 -1.9405 -0.1086
H 1.8033 -0.8714 -1.5894
B -0.5363 2.2017 -0.1878
H -1.2405 1.3319 0.0626
H -0.0694 2.0114 -1.2237
H -1.0293 3.2325 -0.2333
H 0.3844 2.2463 0.5034
C 1.4570 1.0310 3.4777
Cl 0.7332 -0.1388 2.3442
Cl 1.0126 0.6382 5.1551
H 2.5364 1.1090 3.3941
H 1.0207 2.0023 3.2605
*
```


Below is an isolated molecule of C3H3NOS2, with properties calculated with ωB97M-V/def2-TZVPD.

Results
- HOMO-LUMO gap: 6.7 eV
- SMILES: O=CC(=S)NC=S
- LUMO: -1.76 eV

```
! wB97M-V def2-TZVPD RIJCOSX def2/J DEFGRID3
* xyz 0 1
C 1.7373 -0.6828 0.0028
C -0.4045 0.6742 0.0050
C -1.8265 0.3916 -0.0173
H 1.9144 -1.7293 0.0429
H -0.1731 -1.3354 0.0704
H -2.5183 1.2856 -0.0526
N 0.4089 -0.4689 -0.0192
O -2.2180 -0.7454 -0.0137
S 2.9726 0.3903 -0.0176
S 0.1074 2.2202 -0.0007
*
```


Below is a cluster of 2 separate species, C28H27FN3O7S2 in total, with properties calculated with ωB97M-V/def2-TZVPD.

Results
- HOMO-LUMO gap: 6.1 eV
- LUMO: 1.98 eV

```
! wB97M-V def2-TZVPD RIJCOSX def2/J DEFGRID3
* xyz -1 1
C -6.7019 0.3402 1.7365
N -5.6365 0.7914 2.6144
C -5.9778 1.9555 3.4120
C -4.3198 0.3177 2.4778
C -3.4835 0.7559 1.4218
C -2.1919 0.2747 1.2966
C -1.6599 -0.6397 2.2232
C -0.2465 -1.0024 2.1310
C 0.8047 -0.1421 2.2745
C 2.1401 -0.7641 2.4119
O 2.3079 -1.9692 2.5377
N 3.2362 0.1095 2.4838
C 4.5524 -0.4822 2.4858
C 3.1484 1.5005 2.4183
O 4.1290 2.2329 2.2818
N 1.8620 2.0447 2.5274
C 1.8166 3.4842 2.6643
C 0.6713 1.2988 2.6120
O -0.3626 1.8355 2.9812
C -2.5250 -1.1595 3.2153
C -3.8075 -0.6600 3.3700
H -6.3461 -0.5030 1.1323
H -7.5710 0.0151 2.3307
H -7.0419 1.1474 1.0657
H -5.1038 2.2835 3.9879
H -6.3206 2.7888 2.7731
H -6.7989 1.7140 4.1058
H -3.8672 1.5027 0.7265
H -1.5388 0.6412 0.5033
H 0.0284 -2.0624 2.1140
H 5.2631 0.3375 2.5067
H 4.6721 -1.1269 3.3600
H 4.6873 -1.0862 1.5831
H 0.7772 3.7934 2.7190
H 2.3489 3.7839 3.5712
H 2.3139 3.9456 1.8091
H -2.1104 -1.8851 3.9173
H -4.4489 -1.0181 4.1781
F 0.1042 0.6012 -3.0282
C 0.1888 -0.2684 -1.9843
S -0.9798 -1.6522 -2.2987
C -0.3277 -2.7489 -3.5811
C 0.3089 -3.9095 -3.1583
C 0.7999 -4.8156 -4.0933
C 0.6557 -4.5691 -5.4600
C -0.0068 -3.4109 -5.8803
C -0.5212 -2.5080 -4.9467
O -0.9935 -2.3931 -1.0354
O -2.1774 -1.0868 -2.8480
S 1.9124 -0.6459 -1.7731
C 2.7382 0.8985 -2.1406
C 3.2427 1.2115 -3.4094
C 3.8857 2.4368 -3.6202
C 4.0386 3.3484 -2.5686
C 3.5308 3.0321 -1.3036
C 2.8530 1.8286 -1.1089
O 2.2575 -1.0317 -0.4205
O 2.2134 -1.5329 -2.8915
H 0.3981 -4.1061 -2.0946
H 1.2882 -5.7234 -3.7373
H 1.0462 -5.2861 -6.1918
H -0.1344 -3.2220 -6.9494
H -1.0738 -1.6296 -5.2726
H 3.1432 0.4997 -4.2246
H 4.2803 2.6855 -4.6115
H 4.5476 4.3066 -2.7297
H 3.6657 3.7105 -0.4567
H 2.4163 1.5867 -0.1421
*
```


Below is a structure of composition C15H68BNO30, with properties calculated with ωB97M-V/def2-TZVPD.

Results
- HOMO-LUMO gap: 8.4 eV
- LUMO: -0.90 eV

```
! wB97M-V def2-TZVPD RIJCOSX def2/J DEFGRID3
* xyz 0 1
C 11.0530 20.9080 2.7630
C 10.4270 22.0980 3.3860
C 10.9840 23.3510 2.6670
C 10.5330 23.6710 1.1780
N 10.9490 25.0520 0.8080
C 10.0100 26.0050 1.3230
C 8.7210 25.8080 0.5350
C 9.1740 25.2580 -0.8990
C 10.6620 25.1000 -0.7290
C 12.4470 25.3070 1.0400
C 13.5080 24.4680 0.3050
C 14.8930 25.0370 0.0810
H 12.1170 20.9980 2.5770
H 10.7290 20.3530 1.8680
H 10.9760 19.9590 3.3780
H 10.4730 22.0680 4.5240
H 9.3750 22.1000 3.1140
H 11.9980 23.1830 2.5430
H 10.7800 24.1410 3.2650
H 9.5840 23.4260 1.0710
H 10.9960 23.0090 0.5190
H 10.4550 27.0310 1.1220
H 10.0440 25.9930 2.3550
H 8.2960 26.8830 0.3930
H 7.9920 25.2350 0.9350
H 8.9390 26.0400 -1.7550
H 8.8720 24.2170 -1.2020
H 11.1660 26.0600 -1.0640
H 10.7850 24.1140 -1.3130
H 12.6300 25.2300 2.1610
H 12.8150 26.3670 0.7820
H 13.1260 23.8910 -0.7020
H 13.6860 23.5320 0.7330
H 14.8150 26.2160 -0.0240
H 15.2830 24.4090 -0.7740
H 15.4100 24.9190 1.0010
O 15.7290 30.4560 1.0260
C 15.0530 29.9180 0.1960
O 13.9750 30.3560 -0.2380
B 13.3630 29.2720 -0.9870
O 14.4930 28.3580 -1.2340
C 15.4000 28.7430 -0.4630
O 16.5250 28.1910 -0.3340
O 12.6760 29.6970 -2.2290
C 11.4300 29.4140 -2.1390
O 10.5830 29.8010 -2.9220
C 11.1970 28.6950 -0.8700
O 12.2530 28.6540 -0.2280
O 10.1340 28.4650 -0.3770
O 9.5300 24.3600 5.7950
H 10.3310 24.8090 5.8390
H 9.6140 23.5800 6.3040
O 6.4540 21.8420 1.5580
H 6.9170 22.3990 2.2690
H 6.9150 21.1020 1.1500
O 8.2400 21.9910 -1.5420
H 8.7890 21.2540 -1.8340
H 7.2430 21.8170 -1.2380
O 7.7980 21.7380 5.9270
H 8.1570 22.0140 5.1080
H 7.4070 21.0120 5.6020
O 10.9410 23.8380 -3.6850
H 11.2590 24.0450 -4.5710
H 9.9900 23.8590 -3.7890
O 13.6190 22.9830 5.1600
H 14.2940 22.8740 4.5920
H 13.1960 22.0780 5.6810
O 7.9510 19.5470 0.5750
H 8.6470 19.0120 0.8480
H 7.4690 19.0010 0.0320
O 6.5910 28.5350 1.7060
H 5.8170 28.2240 1.1230
H 6.7240 27.9230 2.4300
O 9.4930 29.2830 2.1260
H 9.9660 28.7440 2.8240
H 8.6210 29.2210 2.3660
O 8.1560 23.8600 -3.6030
H 8.0040 23.1760 -4.2840
H 8.2520 23.3930 -2.7940
O 16.9430 22.5110 1.5290
H 16.9550 23.2270 2.1500
H 16.2360 22.0670 1.6190
O 14.4360 24.8660 -3.5350
H 13.6160 24.9030 -3.1150
H 14.4920 25.8330 -3.6600
O 13.9210 20.5480 0.7490
H 14.2560 20.7990 -0.0040
H 14.5330 19.9180 1.1770
O 17.7160 24.9860 2.9050
H 18.4410 25.5080 2.7010
H 17.0130 25.6450 3.2050
O 11.9700 26.1760 -2.9510
H 12.2020 26.6530 -3.8240
H 11.4110 25.3540 -2.9810
O 7.4960 23.7660 3.3950
H 6.6390 24.2200 3.8230
H 8.0900 24.0780 4.1130
O 14.6210 21.3880 2.5250
H 14.6310 20.6160 2.8650
H 14.1360 21.1360 1.7680
O 12.4340 25.4730 4.9480
H 12.4210 25.7030 5.8570
H 13.0600 24.7530 4.8500
O 11.1300 27.7900 4.0480
H 11.0410 28.1130 5.0670
H 11.5650 26.9940 3.9170
O 14.9480 21.7010 -1.6260
H 14.5100 21.8300 -2.4270
H 15.3530 22.5290 -1.5390
O 12.6960 20.5780 6.1050
H 13.0940 19.9330 5.4310
H 11.8120 20.5230 6.4630
O 7.6520 29.3810 -0.9060
H 8.4250 29.1310 -0.5630
H 7.5360 30.3440 -0.7760
*
```


Below is a cluster of 2 separate species, C3H10N2O2 in total, with properties calculated with ωB97M-V/def2-TZVPD.

Results
- HOMO-LUMO gap: 9.2 eV
- SMILES: CNCC(N)=O.O
- LUMO: 0.22 eV

```
! wB97M-V def2-TZVPD RIJCOSX def2/J DEFGRID3
* xyz 0 1
C 0.3575 1.8866 0.4618
N 1.1193 0.6850 0.0190
C 1.0733 -0.3850 1.0946
C 0.2061 -1.6066 0.8835
N -0.7357 -1.6664 -0.1431
O 0.4505 -2.6572 1.4495
H 0.9646 2.3643 1.1958
H -0.5816 1.6087 0.9764
H 0.0933 2.5729 -0.3418
H 0.5970 0.2437 -0.7432
H 1.0074 -0.0888 2.1717
H 2.2113 -0.7027 0.9835
H -0.7970 -0.8312 -0.7164
H -1.2796 -2.4633 -0.3515
H -0.9285 0.3825 -2.7962
H -2.3414 0.2645 -2.1710
O -1.4165 0.3931 -1.9725
*
```


Computed energy relative to the best compared isomer or geometry (same formula, charge and spin), in the same sequence as the records: 276.3, 0.0, 132.0, 0.0, 98.4, 171.1 kJ/mol.